1.
A structure of composition C5H10O2P2 in a non-equilibrium geometry, computed with ωB97M-V/def2-TZVPD.

For the HOMO energy (alpha / beta), the calculation gives -7.80 / -7.80 eV. As for the strongest force on any atom: 5.6 eV Å⁻¹. The calculation puts the gap between HOMO and LUMO (alpha / beta) at 0.28222 / 0.28221 Ha. The LUMO energy (alpha / beta) is -0.1 / -0.1 eV.

XYZ file:
```
19
Properties=species:S:1:pos:R:3:forces:R:3
C -1.0853 -1.9434 1.7819 -3.3 4.0 -2.2
C 1.8727 -0.3425 -1.7323 -2.6 -0.1 -1.5
C -1.4486 -0.3639 -0.4578 -0.2 -0.3 0.6
C -1.5175 0.8408 0.1226 0.6 -0.3 -0.1
C 1.3659 0.9211 0.5657 0.9 1.6 -1.4
O -2.0401 1.9389 -0.4471 -2.1 0.2 -2.5
O 1.3242 1.3584 1.8630 1.3 -2.8 0.4
P -0.5287 -1.8740 0.2179 -1.1 1.1 -0.5
P 1.9271 -0.5710 0.0585 0.5 -0.1 0.4
H -0.8443 -2.7275 2.3778 0.7 -2.0 2.0
H -2.0070 -1.2011 1.9885 2.4 -2.0 0.1
H 2.0611 0.5687 -2.2131 0.2 2.5 0.5
H 0.9407 -0.5902 -2.3373 0.6 -0.4 1.3
H 2.6318 -0.8246 -2.2383 1.7 -2.1 -0.6
H -2.0237 -0.3511 -1.3967 0.6 -0.7 0.1
H -1.1045 1.1821 1.0631 0.2 -0.6 0.2
H 1.2345 1.6942 -0.2719 -0.4 -0.8 1.8
H -2.5603 1.7130 -1.3121 1.5 0.4 2.3
H 1.8020 0.5722 2.3679 -1.6 2.4 -1.0
```
Forces are in eV/Å.

=====

2.
A structure of composition C5H10O2S in a non-equilibrium geometry, computed with ωB97M-V/def2-TZVPD.

For the HOMO energy (alpha / beta), the calculation gives -8.11 / -8.11 eV. As for the strongest force on any atom: 3.2 eV Å⁻¹. The calculation puts the gap between HOMO and LUMO (alpha / beta) at 0.31203 / 0.31205 Ha. The LUMO energy (alpha / beta) is 0.4 / 0.4 eV.

XYZ file:
```
18
Properties=species:S:1:pos:R:3:forces:R:3
C -2.1747 1.1614 1.1894 2.4 -1.3 0.0
C 1.0670 -1.1353 -0.0384 1.1 -0.8 1.5
C -0.2689 -1.9385 0.0289 1.1 -2.5 -1.5
C 0.7523 0.1548 -0.6975 -1.3 1.9 1.3
C 1.5064 1.4921 -0.3170 -1.9 -0.5 -0.7
O -2.1498 0.3194 -1.3121 0.6 -0.2 1.2
O -1.2347 -1.1179 0.6499 -0.4 -0.5 0.1
S -1.4299 0.3462 -0.0283 0.7 0.0 -1.7
H -2.8346 1.9505 0.9763 -0.5 0.8 -0.5
H -1.4384 1.2307 1.9975 -0.7 0.1 0.2
H 1.3980 -0.9975 1.0252 -0.4 0.2 -0.7
H 1.9849 -1.6809 -0.4562 -1.6 0.5 -0.1
H -0.5832 -2.2462 -1.0748 0.4 0.6 2.3
H -0.1354 -2.9503 0.6486 -0.5 2.5 -1.2
H 0.5436 0.0088 -1.7456 -0.1 0.3 -0.4
H 1.4136 1.6721 0.8152 0.4 0.0 -1.9
H 1.0565 2.3340 -0.9682 0.5 -1.1 1.5
H 2.5272 1.3966 -0.6932 0.2 0.0 0.5
```
Forces are in eV/Å.

=====

3.
A cluster of 2 separate species, C5H10O3 in total, computed with ωB97M-V/def2-TZVPD.

For the HOMO energy, the calculation gives -9.73 eV. The SMILES is C1OCOCO1.C=C. As for the strongest force on any atom: 1.0 eV Å⁻¹. The calculation puts the gap between HOMO and LUMO at 0.39205 Ha. The LUMO energy is 0.9 eV.

XYZ file:
```
18
Properties=species:S:1:pos:R:3:forces:R:3
C -1.9459 -0.0292 4.3431 0.2 0.1 0.0
C -0.8384 0.6828 4.1285 -0.2 -0.1 0.0
H -2.4951 -0.4874 3.5126 0.2 0.2 0.4
H -2.3380 -0.1763 5.3559 0.1 0.0 -0.4
H -0.4463 0.8299 3.1157 -0.2 -0.1 0.5
H -0.2892 1.1410 4.9589 -0.2 -0.2 -0.3
O -0.8623 1.6742 0.5830 0.0 -0.3 -0.1
O -1.8838 -0.3492 1.1219 0.2 0.1 -0.3
O 0.4218 -0.2577 0.7997 -0.3 0.1 -0.1
C -2.0096 0.8725 0.4344 -0.9 0.5 0.1
C 0.2592 0.9625 0.1174 0.8 0.5 -0.2
C -0.7460 -1.0285 0.6477 0.1 -1.0 0.2
H -2.2163 0.6912 -0.6379 0.3 -0.1 0.1
H -2.8739 1.4210 0.8558 0.6 -0.3 -0.1
H 1.1604 1.5812 0.2920 -0.6 -0.4 0.1
H 0.1779 0.7863 -0.9725 -0.2 -0.1 0.2
H -0.6270 -1.9593 1.2350 0.0 0.7 -0.2
H -0.8828 -1.3149 -0.4128 0.0 0.3 0.1
```
Forces are in eV/Å.

=====

4.
A structure of composition C5H10O3 in a non-equilibrium geometry, computed with ωB97M-V/def2-TZVPD.

For the HOMO energy, the calculation gives -7.52 eV. As for the strongest force on any atom: 4.6 eV Å⁻¹. The calculation puts the gap between HOMO and LUMO at 0.29826 Ha. The LUMO energy is 0.6 eV.

XYZ file:
```
18
Properties=species:S:1:pos:R:3:forces:R:3
C 1.6474 -0.0866 0.5875 -0.3 -0.8 -2.5
C -2.0468 0.5372 -0.3191 0.1 -0.1 -0.3
C -0.2403 -1.7386 0.5052 0.2 0.2 -0.2
C -0.5743 0.6748 -0.1077 0.7 -1.8 0.0
C 0.2710 -0.3572 0.1960 -2.9 2.6 2.5
O 2.1354 1.1492 0.7910 0.1 -0.7 -0.6
O 1.7623 -0.7229 -1.1430 2.2 0.5 1.4
O -0.0160 1.8771 -0.5276 0.0 0.4 0.1
H 1.6372 1.7699 0.2256 -0.2 0.0 0.2
H 2.3875 -0.0887 -1.5152 0.1 -0.1 -0.2
H -0.6994 2.5548 -0.5877 0.1 -0.1 0.1
H 2.1007 -0.8001 1.2785 0.2 0.0 -0.5
H -2.5575 1.4864 -0.1323 0.0 0.0 0.0
H -2.2715 0.2322 -1.3463 -0.1 0.1 0.0
H -2.4710 -0.2063 0.3511 0.0 0.0 0.0
H -0.6137 -1.7941 1.5295 -0.2 0.0 0.0
H -1.0143 -2.0202 -0.2027 -0.1 -0.1 0.1
H 0.5631 -2.4668 0.4172 0.1 0.0 -0.1
```
Forces are in eV/Å.

=====

5.
An isolated molecule of C5H10O3 in a non-equilibrium geometry, computed with ωB97M-V/def2-TZVPD.

For the HOMO energy, the calculation gives -9.34 eV. The SMILES is CC(=O)[C@@H](O)[C@@H](C)O. As for the strongest force on any atom: 2.6 eV Å⁻¹. The calculation puts the gap between HOMO and LUMO at 0.36619 Ha. The LUMO energy is 0.6 eV.

XYZ file:
```
18
Properties=species:S:1:pos:R:3:forces:R:3
C -1.1632 0.0684 -1.8736 -0.5 0.2 -0.1
C -1.1774 0.2768 -0.3887 0.2 1.2 -0.1
C -0.6024 -0.7871 0.4680 1.3 0.8 2.0
O -1.4980 1.3619 0.1167 -0.2 -1.0 -0.9
O -0.1716 -1.9542 -0.1620 0.0 -0.1 -0.3
H -0.6327 1.4720 1.4572 1.7 -1.2 1.5
H 0.5642 -1.7542 -0.7518 0.0 0.0 0.1
H -1.3183 -1.0765 1.2408 0.0 0.1 -0.1
H -0.1373 0.1069 -2.2514 0.0 0.0 0.1
H -1.5694 -0.9105 -2.1213 0.0 -0.1 0.0
H -1.7472 0.8492 -2.3579 0.1 0.0 0.0
C 1.7376 0.4517 0.4430 -0.1 -0.1 0.3
C 0.6248 -0.0154 1.3747 -1.2 -1.5 -1.8
O 0.0678 0.9982 2.0932 -1.6 1.7 -0.5
H 0.9613 -0.8184 2.0390 0.1 0.1 0.0
H 1.3789 1.2475 -0.2106 0.0 0.0 0.0
H 2.5527 0.8495 1.0473 0.0 0.0 -0.1
H 2.1301 -0.3657 -0.1625 0.1 -0.1 0.0
```
Forces are in eV/Å.

=====

6.
A structure of composition C5H10O3Pr in a non-equilibrium geometry, computed with ωB97M-V/def2-TZVPD.

For the HOMO energy (alpha / beta), the calculation gives -11.14 / -11.15 eV. As for the strongest force on any atom: 6.3 eV Å⁻¹. The multiplicity is 3. Its total charge is +1. The calculation puts the gap between HOMO and LUMO (alpha / beta) at 0.25957 / 0.26071 Ha. The LUMO energy (alpha / beta) is -4.1 / -4.1 eV.

XYZ file:
```
19
Properties=species:S:1:pos:R:3:forces:R:3
O -0.4533 1.8153 2.2888 -2.6 5.0 2.8
C -1.2511 2.2068 1.1938 -1.8 2.4 -2.2
C -1.1001 1.2589 0.0127 -0.1 0.3 0.8
O 0.2988 1.4524 -0.4566 1.1 0.8 0.7
C 0.7338 0.4808 -1.4017 -1.5 -0.8 -1.3
C 0.2315 -0.8731 -0.9046 -1.7 1.0 -3.3
O 1.0578 -1.2429 0.2256 -0.8 -1.0 -1.4
C 0.9895 -2.6230 0.5454 -0.1 -1.0 0.0
Pr 0.4126 0.3511 1.6896 2.8 -4.1 0.1
H -0.9747 3.2437 0.8965 0.0 -0.4 0.5
H -2.3270 2.2080 1.4649 0.6 -0.1 0.0
H -1.7731 1.5414 -0.8116 0.1 -0.3 0.5
H 1.7770 0.5622 -1.7319 0.0 0.2 1.0
H 0.1579 0.6738 -2.3236 0.1 -0.2 0.1
H 0.3420 -1.6415 -1.6786 0.1 0.1 0.2
H 1.5104 -3.2011 -0.2311 -0.1 0.1 0.3
H 1.4748 -2.7630 1.5175 0.0 -0.1 -0.2
H -0.0550 -2.9671 0.6062 0.3 0.1 0.0
H -1.0520 -0.4827 -0.9012 3.7 -2.2 1.5
```
Forces are in eV/Å.

=====

Looking at total energy for the records above, in order, we have -28014.8462; -20273.0461; -11487.6926; -11486.9716; -11488.9004; -25547.3286 eV.
Looking at molecular weight for the records above, in order, we have 164.08; 134.20; 118.13; 118.13; 118.13; 259.04 g/mol.
Looking at relative energy (zero: lowest compared OMol25 entry of this formula, charge and spin) for the records above, in order, we have 3.523; 4.646; 2.494; 3.215; 1.286; 1.707 eV.